Molecular formula: C44H123N17O15
Method: DFT, ωB97M-V with the def2-TZVPD basis set

```
199
Properties=species:S:1:pos:R:3:forces:R:3:lowdin_charge:R:1
C 3.90209 -2.61220 5.04572 -0.9018 -1.8067 -0.6237 -0.8368
O 3.14097 -3.44922 5.46034 -1.7520 -1.4242 1.0592 0.0220
N 4.40313 -2.64152 3.84571 1.2187 -0.7723 -3.9208 0.1628
N 4.32639 -1.58729 5.68489 0.8801 3.4443 3.5697 0.1760
H 5.18407 -2.03351 3.64429 -0.2923 -0.4592 -0.6685 0.1072
H 4.07006 -3.37130 3.23206 0.5605 0.2712 -0.0512 0.1205
H 3.89597 -1.46361 6.59018 0.5846 0.5071 -0.0868 0.1277
H 4.96633 -0.94423 5.24097 -0.3532 0.2838 0.6610 0.1080
C -0.15994 -2.41803 -6.39899 2.7379 1.0568 -1.2467 -0.7870
O 0.84800 -2.36907 -7.06504 0.8690 0.0707 -1.4686 0.0331
N -1.21684 -1.63550 -6.56762 -2.9325 1.4241 -0.5040 0.1541
N -0.20735 -3.10154 -5.28881 -1.1736 -1.9591 2.7759 0.1686
H -1.32182 -0.99931 -7.34501 0.3509 -0.4544 0.0732 0.1141
H -2.06878 -1.95899 -6.13213 -0.0697 0.4132 -0.2439 0.0904
H 0.45168 -3.84794 -5.11949 -0.2331 0.1784 -0.0524 0.1161
H -1.13231 -3.08941 -4.88336 0.3981 -0.7961 0.8011 0.0798
C -3.85706 7.56860 -1.57924 -0.3362 4.0917 -1.3152 -0.8855
O -3.55112 8.53210 -2.22238 1.1028 2.8510 -2.2870 0.0337
N -3.21696 6.49061 -1.64013 2.9267 -5.8279 0.0606 0.1887
N -4.86658 7.63730 -0.79076 -4.1005 -0.3249 3.4086 0.1731
H -3.65222 5.70408 -1.17967 0.7648 -0.4943 -0.5014 0.1132
H -2.52495 6.44482 -2.37438 -0.0983 -0.4844 0.3753 0.1302
H -5.45706 8.45216 -0.87707 0.1776 -0.3438 0.3222 0.1264
H -5.08241 6.86658 -0.17472 -0.4245 0.4287 -0.0293 0.1099
C -0.14420 -7.10744 6.59148 -1.4775 -1.8096 0.4336 -0.8035
O -0.90827 -8.02111 6.77881 -0.8952 -1.6181 0.4625 0.0304
N -0.37515 -5.87970 6.94808 -0.2610 4.2645 0.6966 0.1651
N 1.01646 -7.22647 5.98803 3.0316 -0.9794 -1.8093 0.1566
H 0.37836 -5.27191 6.66016 -0.5743 0.6994 0.7599 0.1010
H -1.04319 -5.57900 7.64336 0.0958 -0.3476 -0.4428 0.1240
H 1.55050 -6.40927 5.72906 0.2591 -0.5016 0.1213 0.1030
H 1.41898 -8.15099 5.93023 -0.1045 0.3755 -0.3074 0.1183
C -3.99172 -1.94384 3.23542 -0.3350 -0.9451 -0.3596 -0.0716
O -3.24521 -2.46092 2.12507 -0.3005 -0.2558 0.8178 -0.2229
C -1.91777 -2.80423 2.42534 2.1941 1.7948 -0.7893 -0.1725
C -0.96626 -1.45997 2.31059 -0.4363 -0.2446 1.3999 -0.1837
N -1.56887 -0.50903 1.37827 0.3535 -1.1352 -0.8593 -0.0601
C -1.13295 -0.80838 0.02220 -0.6727 1.0399 -1.5251 -0.2046
C -1.59604 0.23676 -1.05903 0.9756 -1.4760 0.9781 -0.2248
O -3.00270 0.27027 -1.29263 0.9544 0.7527 -0.6437 -0.2011
C -3.17653 1.02332 -2.52540 -1.5495 -1.0428 1.1944 -0.0954
H -3.71265 -0.92733 3.51277 0.1007 -0.0063 -0.0102 0.0888
H -3.93366 -2.64035 4.07184 0.4546 0.1619 0.2933 0.0880
H -5.04252 -2.01442 2.95445 0.0443 0.4612 -0.2616 0.0870
H -1.55942 -3.43499 1.61182 -0.2789 -0.1492 -0.0510 0.1101
H -1.71834 -3.34484 3.35059 -0.5195 0.1513 0.2665 0.1133
H 0.08101 -1.71165 2.14328 -0.0621 -0.3576 -0.7803 0.1022
H -0.83680 -0.84773 3.20307 -0.5911 -0.6218 0.8341 0.0880
H -2.47476 -0.95549 1.36690 -1.1154 0.9885 0.0028 0.0622
H -1.52109 -1.74285 -0.38303 -0.0866 -0.5617 0.2777 0.1120
H -0.04616 -0.88725 -0.00554 0.0834 0.2730 -0.1695 0.1150
H -1.14162 -0.13745 -1.97640 0.3121 0.1534 -0.2410 0.1052
H -1.13709 1.19305 -0.80810 -0.4342 0.4462 -0.0397 0.1186
H -2.65844 0.54284 -3.35536 0.5536 0.3885 0.0622 0.0808
H -2.99343 2.08207 -2.34209 0.4367 -0.0285 -0.3660 0.0872
H -4.23483 0.89709 -2.75383 -0.1438 0.2548 -0.0297 0.0780
C 3.32701 10.00266 -3.91213 -0.3494 -0.3285 1.4262 -0.1096
O 2.72497 8.85896 -4.44292 0.9042 -0.1915 -1.6405 -0.1770
C 1.38784 8.77547 -4.15816 -2.2881 -0.8638 0.4378 -0.2731
C 0.58274 7.92211 -5.14340 0.8071 0.0823 -0.5511 -0.2046
N 1.01027 6.51599 -5.15851 -0.1432 0.3831 0.0039 -0.0513
C 0.38189 5.68265 -6.19500 0.4608 -0.2777 0.6527 -0.2006
C 0.88719 4.24995 -6.08817 -1.0700 0.3315 -0.0074 -0.2577
O 2.23836 4.27767 -6.43597 0.0678 0.1296 -0.2277 -0.1778
C 2.70733 3.03571 -6.84750 0.8713 -0.8503 0.1903 -0.1251
H 4.40742 9.92139 -4.03132 -0.2012 0.2525 -0.1984 0.0934
H 3.06840 9.97555 -2.85360 0.5189 0.1923 0.5924 0.0817
H 2.88183 10.94921 -4.21863 0.1888 0.0492 -0.8096 0.0883
H 0.86718 9.73297 -4.17268 0.2491 0.4735 0.0791 0.1216
H 1.22909 8.33138 -3.17547 0.1013 0.0604 0.4847 0.1236
H 0.80772 8.36867 -6.11194 -0.2758 0.1942 -0.5179 0.1152
H -0.48358 8.05818 -4.96300 0.0005 -0.2171 0.2466 0.1198
H 1.95727 6.62567 -5.49207 0.5739 -0.4930 0.4144 0.0960
H 0.73310 5.99047 -7.17989 -0.5495 0.3254 -0.3962 0.1200
H -0.70319 5.69783 -6.09265 -0.0212 0.1591 -0.1431 0.1196
H 0.30395 3.60455 -6.74497 0.0469 0.0415 -0.7382 0.1132
H 0.65865 3.79266 -5.12549 0.5576 0.2333 0.6454 0.1198
H 2.17050 2.56700 -7.67226 -0.4715 0.2730 -0.1468 0.0877
H 2.68882 2.33373 -6.01384 0.0059 -0.2520 0.1475 0.0875
H 3.74235 3.11934 -7.17892 0.0112 0.2575 0.1255 0.0893
C -7.39963 2.93081 -0.64011 -0.4691 0.2880 1.2817 -0.0546
C -6.73656 2.80000 0.77506 0.9991 -0.7703 -1.7408 -0.3924
C -7.03623 1.48277 1.50834 -1.1266 1.2528 0.0141 -0.2001
O -8.42904 1.50388 1.75995 -0.2817 0.7851 -1.2506 -0.2072
C -9.01810 0.37605 2.30947 0.5791 -0.0513 0.6806 -0.1184
N -5.26592 2.90690 0.57474 -0.2796 0.5074 0.3648 0.0302
H -7.29275 3.97458 -0.93542 0.2872 -0.0832 -0.2843 0.0657
H -8.47539 2.79101 -0.53374 -0.0398 -0.2167 0.0059 0.0681
H -7.04774 2.26573 -1.42874 0.3154 -0.0734 0.2315 0.0688
H -7.10686 3.66636 1.32316 0.2022 -0.1835 0.3769 0.1330
H -6.54086 1.47714 2.47925 0.4749 -0.1596 0.0897 0.1211
H -6.69011 0.65857 0.88464 -0.1592 -0.3755 -0.0139 0.1278
H -10.06074 0.59932 2.53562 0.0687 -0.0132 -0.1201 0.0908
H -8.47664 0.21464 3.24160 -0.2298 -0.7252 0.3987 0.0832
H -8.94340 -0.49661 1.66064 -0.0215 -0.1785 -0.0624 0.0870
H -4.90755 2.18247 -0.03094 -0.2719 -0.2176 -0.3891 0.0476
H -4.78274 2.72368 1.44254 0.0969 0.2511 0.3684 0.0580
C 6.79980 7.72791 -0.37577 1.5241 -0.7602 -0.1018 -0.0694
C 6.60225 6.22926 -0.46171 -1.0341 -0.0957 -0.7325 -0.4459
C 5.53847 5.93243 -1.53001 -1.2342 -1.2350 0.1937 -0.1886
O 5.22441 4.52169 -1.48962 0.5098 -0.3628 1.0173 -0.2300
C 4.13027 4.07472 -2.27218 0.9849 1.2063 -0.8819 -0.0991
N 7.83235 5.44518 -0.69908 -0.6916 0.5072 0.3709 0.0514
H 5.89567 8.30313 -0.17637 0.1118 -0.1340 -0.1879 0.0820
H 7.31990 7.99169 -1.29665 -0.2297 0.7271 -0.0910 0.0777
H 7.52656 7.82965 0.43019 -0.0580 0.5869 0.0864 0.0787
H 6.20542 5.96316 0.51800 -0.1429 -0.6049 -0.0778 0.1306
H 5.77390 6.17644 -2.56594 0.7784 0.2101 -0.1280 0.1241
H 4.61839 6.49025 -1.35567 -0.2016 0.2152 0.4272 0.1179
H 4.27054 4.61259 -3.20980 -0.7758 0.0499 -0.4565 0.0793
H 3.16274 4.31194 -1.82977 -0.0558 -0.0595 0.0561 0.0857
H 4.22646 3.02510 -2.54996 0.0787 -0.0832 0.6122 0.0853
H 8.24811 5.73541 -1.57259 0.1831 0.3213 -0.2183 0.0659
H 7.46459 4.52852 -0.91020 0.1951 -0.5030 0.1144 0.0545
C 0.10096 3.12287 5.49782 0.9377 0.4555 -0.7767 -0.0609
C -0.87315 3.88946 4.62835 0.1633 1.7392 -0.3746 -0.4548
C -0.27552 4.50835 3.28991 0.2969 -1.6537 1.3181 -0.1989
O 0.60702 5.54501 3.57617 1.2721 1.4020 -0.3617 -0.1863
C 1.38860 6.11214 2.48263 -1.4346 0.2243 0.0741 -0.0754
N -1.95192 3.04356 4.28304 -1.6634 -1.4020 -0.6115 0.0097
H 0.44924 2.35083 4.81170 0.3267 -0.4586 0.3112 0.0734
H -0.35854 2.66380 6.37316 -0.1088 0.1175 -0.0757 0.0763
H 0.96996 3.70961 5.79560 -0.0074 0.0577 0.1221 0.0742
H -1.43083 4.64003 5.18847 0.7488 0.7611 0.1468 0.1362
H -1.07678 4.71213 2.57958 -0.1516 0.4882 0.1021 0.1206
H 0.30968 3.68145 2.88759 0.0865 -0.3887 -0.5175 0.1125
H 2.01807 5.43463 1.90570 0.0464 -0.5284 0.4413 0.0741
H 1.97487 6.97027 2.81126 0.1194 -0.4426 0.7055 0.0821
H 0.72223 6.58254 1.75960 -0.4033 -0.2018 -0.2063 0.0781
H -1.67139 2.20627 3.79278 0.3400 -0.1613 -0.4621 0.0655
H -2.27988 2.67535 5.16450 -0.5574 -0.0726 0.0853 0.0699
C -4.30177 -8.48203 3.54208 -0.3266 0.9825 -0.7324 -0.0778
C -3.85871 -9.88466 3.24295 0.6533 0.2482 0.8996 -0.4245
C -2.43912 -9.92969 2.57388 -1.7385 -0.9448 -1.0460 -0.1602
O -2.27484 -11.30507 2.20722 0.7760 -1.1686 -0.1687 -0.2164
C -1.30063 -12.09415 2.87531 -0.0216 0.6979 1.2226 -0.1156
N -3.89382 -10.69380 4.48249 0.7878 0.1516 -0.8152 0.0481
H -3.52063 -7.90232 4.03386 -0.0327 -0.1275 0.4142 0.0768
H -5.24732 -8.40345 4.07862 0.2212 -0.3660 0.3902 0.0783
H -4.51109 -7.92184 2.63079 0.1660 -0.0558 -0.3718 0.0696
H -4.55561 -10.41350 2.59275 0.1290 0.3145 -0.4476 0.1354
H -1.57504 -9.49311 3.07473 -0.1907 -0.1075 0.5506 0.1282
H -2.54274 -9.46085 1.59532 0.1535 0.5219 0.0197 0.1147
H -0.27925 -11.74776 2.71751 0.1138 -0.0247 -0.4280 0.0829
H -1.37589 -13.17064 2.72164 -0.2985 0.2147 -0.9643 0.0885
H -1.44014 -12.04287 3.95513 -0.0227 0.3039 0.3764 0.0709
H -3.40839 -11.50526 4.12755 -0.3638 -0.9820 0.3515 0.0346
H -3.15774 -10.30216 5.05248 0.0182 0.3910 0.7919 0.0667
C 4.36982 1.87684 2.13210 -0.5332 -0.3400 -0.5464 -0.0593
C 5.55456 2.45878 2.85388 -0.2893 1.8886 0.2146 -0.4665
C 5.17479 3.38030 4.00680 -1.3289 -1.7464 0.3585 -0.2490
O 6.27731 3.95873 4.61534 0.7262 0.9552 0.6423 -0.1590
C 5.86144 4.86689 5.62888 -0.0462 0.7171 -0.0041 -0.1033
N 6.42076 1.41684 3.33835 0.9237 -0.5771 -0.4621 0.0474
H 4.70102 1.25806 1.29813 0.2679 -0.3292 0.1354 0.0755
H 3.72384 2.58178 1.60878 0.0632 0.4981 0.4177 0.0733
H 3.74221 1.26010 2.77541 0.0436 -0.0420 0.1409 0.0776
H 6.08401 3.12463 2.17239 0.1852 0.0514 -0.4640 0.1371
H 4.70355 2.76013 4.76932 -0.3550 -0.4520 0.2203 0.1236
H 4.36202 4.04234 3.70813 0.2987 0.7747 -0.2772 0.1218
H 5.32234 4.46736 6.48787 -0.4923 -0.8577 -0.3521 0.0850
H 5.24271 5.62574 5.14990 -0.1949 0.1804 0.1587 0.0855
H 6.66053 5.38644 6.15766 0.6897 -0.2055 -0.7827 0.0854
H 6.78784 1.02176 2.48438 -0.1780 -0.9404 -0.3453 0.0713
H 7.28129 1.86897 3.61253 0.1275 0.3182 0.9636 0.0736
C 3.96624 -3.04684 -2.87288 -0.5594 1.3117 -1.2323 -0.0856
C 4.06349 -4.40636 -2.23586 -0.5703 0.8426 -1.3824 -0.4261
C 3.98712 -5.66051 -3.22570 1.1735 1.1607 0.4428 -0.1854
O 3.12513 -5.64649 -4.35815 -0.3510 -0.5831 0.8031 -0.1721
C 2.93821 -6.97768 -4.82836 -0.9667 -0.4104 0.0712 -0.1248
N 5.25686 -4.40416 -1.39737 -0.9518 -1.2195 0.5811 0.0300
H 3.11572 -2.89765 -3.53806 -0.2095 -0.5857 -0.1557 0.0696
H 4.80698 -2.71905 -3.48428 0.4135 -0.4581 0.0166 0.0785
H 3.81707 -2.22556 -2.17191 0.2343 -0.3302 0.5958 0.0728
H 3.19557 -4.43021 -1.57687 0.0415 -0.4283 0.2534 0.1298
H 3.80353 -6.51550 -2.57501 -0.1959 -0.2941 -0.0891 0.1108
H 5.00107 -5.74148 -3.61743 0.3677 -0.2468 0.0225 0.1177
H 2.06436 -7.03169 -5.47764 0.3773 0.6033 -0.6093 0.0851
H 2.60175 -7.69619 -4.08094 0.2443 0.2484 0.9250 0.0773
H 3.80362 -7.46546 -5.27696 0.2849 0.5220 -0.2984 0.0881
H 5.21700 -5.33354 -1.00396 0.7718 -0.1479 0.6477 0.0622
H 6.15430 -4.30035 -1.84894 -0.1805 0.0399 -0.5849 0.0735
C -5.28592 -4.42884 -1.78851 -0.3028 -0.3348 -1.0880 -0.0610
C -3.98874 -4.58060 -2.57521 -0.0467 -0.3759 1.1139 -0.4249
C -3.69553 -5.95814 -3.28208 -0.6083 0.3869 0.7188 -0.1633
O -3.68999 -6.98355 -2.26787 -0.1112 0.4695 -0.2694 -0.1908
C -3.47082 -8.31469 -2.69412 0.9753 -0.1497 -0.3098 -0.1162
N -3.77069 -3.46619 -3.48102 0.3094 0.6990 -1.4604 0.0288
H -5.38901 -3.43149 -1.36101 0.4429 -0.0640 0.3088 0.0720
H -5.36005 -5.20831 -1.03019 -0.3509 0.0912 -0.1006 0.0784
H -6.07458 -4.45545 -2.54044 -0.5713 -0.4802 0.2399 0.0746
H -3.25033 -4.59344 -1.77353 0.6702 0.3944 -0.2995 0.1288
H -2.74218 -5.77996 -3.77955 0.4430 -0.4724 0.1518 0.1092
H -4.38910 -6.25441 -4.06903 -0.4441 0.2489 -0.0547 0.1201
H -4.22912 -8.80147 -3.30741 -0.5774 0.5193 -0.0480 0.0832
H -3.29591 -8.97503 -1.84474 -0.2750 0.4095 0.3523 0.0823
H -2.54619 -8.38913 -3.26651 0.2296 0.1672 -0.2480 0.0803
H -4.53840 -3.30026 -4.11598 -0.4996 -1.3532 -0.7180 0.0681
H -3.85726 -2.51951 -3.13985 0.8538 -0.0436 1.6770 0.0627
```
Forces are in eV/Å.

Summary:
E_HOMO (eV): -8.9
Frontier orbital gap (eV): 8.91
M (g/mol): 1130.6
E_tot (eV): -103658.098